Record 1
Formula: C42H47InN4O6Si4
Source: OMol25
Level of theory: the ωB97M-V functional and the def2-TZVPD basis

- energy (hartree) = -3647.415493
- HOMO (eV) = -0.435
- ΔE to the lowest compared entry with this formula, charge and spin (kJ/mol) = 0.0
- Kohn-Sham gap (eV) = 4.506
- LUMO energy (eV) = 4.1
- charge = -2

Each line ends with the Löwdin charge.
Element x y z (Å)
In 1.66 1.00 -0.54  0.902
O 5.71 2.45 0.29  0.018
C 4.62 2.06 -0.14  -0.614
O 3.80 1.24 0.36  -0.052
C 4.18 2.62 -1.49  -0.140
C 4.91 3.55 -2.21  0.010
C 4.40 4.00 -3.42  -0.048
C 3.17 3.54 -3.86  -0.001
C 2.50 2.62 -3.08  -0.177
N 3.02 2.17 -1.95  0.118
C 1.12 2.08 -3.41  -0.604
O 0.65 2.40 -4.50  0.031
O 0.57 1.37 -2.50  -0.091
H 5.85 3.89 -1.80  0.114
H 4.95 4.72 -4.01  0.100
H 2.70 3.87 -4.78  0.114
C 0.55 4.73 -1.39  -0.080
O 0.79 3.69 -0.49  -0.142
C 1.38 4.01 0.72  -0.232
C 1.89 5.26 1.01  -0.055
C 2.48 5.50 2.25  -0.138
C 2.54 4.47 3.17  -0.123
C 2.03 3.21 2.88  -0.024
C 1.46 2.93 1.63  -0.248
N 0.89 1.74 1.26  -0.091
N 1.05 0.77 2.26  0.025
C 0.29 -0.29 2.28  -0.217
C -0.80 -0.70 1.44  -0.295
O -0.93 -0.12 0.17  -0.345
C -1.72 -1.61 1.92  -0.170
C -1.59 -2.33 3.09  -0.103
C -0.38 -2.20 3.81  -0.214
C -0.06 -3.03 4.92  -0.075
C 1.14 -2.91 5.58  -0.137
C 2.08 -1.95 5.16  -0.125
C 1.78 -1.13 4.09  -0.050
C 0.56 -1.22 3.40  -0.116
H -0.07 5.52 -0.93  0.100
H 0.01 4.30 -2.24  0.081
H 1.48 5.18 -1.75  0.093
H 1.82 6.06 0.28  0.091
H 2.90 6.48 2.48  0.078
H 3.02 4.63 4.13  0.087
H 2.08 2.40 3.59  0.092
H -2.61 -1.80 1.32  0.056
H -2.35 -3.03 3.41  0.085
H -0.78 -3.78 5.22  0.094
H 1.36 -3.56 6.41  0.081
H 3.03 -1.86 5.66  0.080
H 2.50 -0.40 3.74  0.106
N 4.00 -8.33 2.21  0.120
C 3.70 -7.29 1.83  -0.204
C 3.34 -5.99 1.34  -0.250
C 3.69 -5.62 0.04  -0.045
C 3.33 -4.38 -0.44  -0.026
C 2.62 -3.48 0.36  -0.224
C 2.28 -3.86 1.67  0.013
C 2.63 -5.10 2.15  -0.012
C 2.22 -2.20 -0.13  -0.101
C 1.89 -1.11 -0.54  -0.009
H 4.23 -6.32 -0.59  0.109
H 3.60 -4.08 -1.45  0.114
H 1.73 -3.16 2.29  0.105
H 2.37 -5.38 3.16  0.117
C -4.33 0.14 -3.15  -0.233
Si -2.48 0.62 -2.94  0.445
C -1.75 -0.19 -4.47  -0.216
C -2.56 2.50 -3.12  -0.205
Si -2.31 -0.36 -0.79  0.502
Si -3.79 0.92 0.59  0.471
C -3.49 2.73 0.16  -0.205
C -3.48 0.87 2.44  -0.203
C -5.65 0.62 0.37  -0.229
Si -2.24 -2.73 -1.32  0.474
C -1.51 -3.94 -0.08  -0.206
C -1.09 -2.93 -2.81  -0.213
C -3.91 -3.47 -1.81  -0.229
H -4.68 0.48 -4.12  0.032
H -4.96 0.59 -2.38  -0.009
H -4.48 -0.94 -3.10  -0.002
H -1.75 0.54 -5.28  0.029
H -2.38 -1.03 -4.76  0.014
H -0.73 -0.54 -4.34  0.016
H -2.34 2.77 -4.15  0.029
H -1.83 3.01 -2.49  0.006
H -3.56 2.84 -2.86  0.012
H -2.42 2.94 0.05  0.032
H -3.87 3.36 0.97  0.027
H -3.98 3.04 -0.77  0.006
H -2.43 1.07 2.66  0.042
H -3.72 -0.09 2.90  0.025
H -4.09 1.65 2.89  0.027
H -5.99 0.85 -0.64  -0.004
H -6.20 1.28 1.06  0.020
H -5.93 -0.41 0.59  0.019
H -0.59 -3.54 0.35  0.024
H -1.27 -4.86 -0.62  0.029
H -2.18 -4.17 0.75  0.026
H -0.25 -2.25 -2.76  0.025
H -1.60 -2.77 -3.76  0.005
H -0.69 -3.95 -2.80  0.025
H -4.65 -3.37 -1.00  0.020
H -3.79 -4.54 -2.02  0.022
H -4.33 -3.00 -2.70  -0.002

---

Record 2
Formula: C42H47N5OP2PdS2
Source: OMol25
Level of theory: the ωB97M-V functional and the def2-TZVPD basis

- energy (hartree) = -3584.720534
- <S²> = 2.0114
- HOMO (alpha / beta) (eV) = -6.091 / -7.333
- ΔE to the lowest compared entry with this formula, charge and spin (kJ/mol) = 0.0
- Kohn-Sham gap (alpha / beta) (eV) = 6.585 / 7.503
- multiplicity = 3
- LUMO energy (alpha / beta) (eV) = 0.5 / 0.2
- charge = 0

Each line ends with the Mulliken spin population.
Element x y z (Å)
Pd -0.25 0.01 -0.11  1.122
S -2.71 0.08 1.07  0.158
P -1.38 -0.40 2.49  -0.047
C 0.05 -0.88 1.69  0.383
P 1.73 -0.74 1.86  -0.017
S 2.48 -0.56 -0.01  0.149
C 2.47 -2.17 2.69  -0.019
C 1.78 -2.76 3.75  0.021
C 2.34 -3.82 4.45  0.004
C 3.59 -4.31 4.08  0.001
C 4.28 -3.73 3.03  0.005
C 3.72 -2.66 2.33  0.009
C 2.29 0.67 2.86  0.029
C 1.86 1.94 2.47  -0.002
C 2.24 3.06 3.20  -0.001
C 3.05 2.92 4.32  0.002
C 3.47 1.66 4.72  0.000
C 3.09 0.53 3.99  -0.007
C -1.13 0.96 3.67  -0.005
C -1.56 2.25 3.36  -0.001
C -1.29 3.29 4.23  0.000
C -0.58 3.06 5.40  0.002
C -0.14 1.78 5.71  0.004
C -0.42 0.73 4.84  0.000
C -2.05 -1.74 3.53  0.004
C -2.91 -1.48 4.60  0.001
C -3.45 -2.54 5.32  0.000
C -3.14 -3.85 4.99  0.005
C -2.29 -4.11 3.92  0.006
C -1.75 -3.05 3.19  0.028
H 0.80 -2.39 4.02  0.010
H 1.80 -4.28 5.26  0.000
H 4.03 -5.14 4.62  0.000
H 5.25 -4.11 2.74  0.000
H 4.25 -2.21 1.50  -0.001
H 1.22 2.05 1.60  0.002
H 1.90 4.04 2.90  0.000
H 3.34 3.79 4.89  0.000
H 4.10 1.54 5.59  0.000
H 3.42 -0.45 4.30  0.000
H -2.12 2.41 2.45  0.002
H -1.63 4.29 4.00  0.000
H -0.37 3.88 6.08  0.000
H 0.42 1.60 6.61  0.000
H -0.07 -0.27 5.08  -0.008
H -3.16 -0.46 4.86  -0.001
H -4.11 -2.33 6.16  0.000
H -3.56 -4.67 5.56  0.001
H -2.05 -5.13 3.65  0.000
H -1.08 -3.24 2.36  -0.006
C 3.49 -0.70 -6.48  0.000
C 2.07 -0.75 -7.01  0.000
N 1.07 -0.75 -5.94  0.000
C 0.20 0.42 -5.85  0.001
C 0.95 1.67 -5.41  0.000
C 0.84 -1.94 -5.32  0.000
O 1.40 -2.97 -5.67  0.000
C -0.07 -1.98 -4.12  -0.004
C -0.93 -3.05 -3.98  -0.003
C -1.70 -3.15 -2.83  0.003
C -1.55 -2.19 -1.85  -0.019
N -0.70 -1.17 -1.97  0.106
C 0.02 -1.06 -3.08  -0.011
H 4.21 -0.71 -7.30  0.000
H 3.68 -1.56 -5.84  0.000
H 3.65 0.21 -5.89  0.000
H 1.93 -1.66 -7.60  0.000
H 1.86 0.10 -7.65  0.000
H -0.61 0.21 -5.17  -0.001
H -0.25 0.58 -6.84  0.000
H 1.32 1.56 -4.39  0.000
H 0.29 2.54 -5.44  0.000
H 1.80 1.88 -6.06  0.000
H -0.98 -3.80 -4.76  0.000
H -2.39 -3.97 -2.69  0.001
H -2.12 -2.22 -0.92  0.009
H 0.70 -0.22 -3.12  0.002
C 2.73 4.08 -2.83  0.000
C 2.92 3.25 -1.58  0.000
N 1.79 2.37 -1.41  0.009
C 0.52 2.63 -1.79  -0.022
N -0.42 1.82 -1.41  0.114
C -1.81 2.10 -1.77  -0.010
C -1.93 2.94 -3.02  0.002
C -1.03 4.15 -2.89  0.000
N 0.32 3.73 -2.60  0.002
C 1.36 4.73 -2.78  0.001
H 2.80 3.44 -3.72  0.000
H 3.50 4.85 -2.90  0.000
H 3.04 3.91 -0.71  0.000
H 3.82 2.64 -1.64  0.001
H 1.91 1.54 -0.82  -0.014
H -2.31 2.60 -0.93  0.001
H -2.32 1.15 -1.89  -0.003
H -2.97 3.26 -3.17  0.000
H -1.63 2.36 -3.90  0.000
H -1.42 4.82 -2.11  0.000
H -1.01 4.73 -3.82  0.000
H 1.33 5.48 -1.98  0.000
H 1.15 5.25 -3.72  0.000

---

Record 3
Formula: C42H48BClN4O4PZr
Source: OMol25
Level of theory: the ωB97M-V functional and the def2-TZVPD basis

- energy (hartree) = -3021.903550
- HOMO (eV) = -14.733
- ΔE to the lowest compared entry with this formula, charge and spin (kJ/mol) = 139.0
- Kohn-Sham gap (eV) = 5.144
- LUMO energy (eV) = -9.6
- charge = +3

Each line ends with the Löwdin charge.
Element x y z (Å)
Zr 1.52 0.64 -0.85  1.697
N 1.44 1.19 1.37  -0.033
C 2.60 1.08 2.27  -0.298
C 2.41 0.97 3.63  0.000
C 3.52 0.94 4.47  -0.013
C 4.81 1.03 3.94  -0.020
C 4.99 1.12 2.57  -0.030
C 3.88 1.13 1.72  -0.323
P 4.03 1.16 -0.06  1.044
C 5.54 1.88 -0.67  -0.388
C 6.67 1.08 -0.89  -0.075
C 7.85 1.69 -1.29  -0.034
C 7.90 3.07 -1.46  -0.019
C 6.78 3.86 -1.23  -0.037
C 5.59 3.26 -0.84  -0.091
C 3.90 -0.58 -0.59  -0.458
C 3.49 -1.59 0.29  -0.092
C 3.27 -2.89 -0.18  -0.041
C 3.42 -3.17 -1.53  -0.024
C 3.82 -2.17 -2.42  -0.031
C 4.05 -0.88 -1.96  -0.119
H 1.16 2.18 1.31  0.106
H 0.62 0.78 1.82  0.114
H 1.41 0.94 4.05  0.130
H 3.38 0.87 5.54  0.131
H 5.66 1.02 4.60  0.131
H 5.99 1.18 2.15  0.124
H 6.63 0.01 -0.75  0.116
H 8.73 1.09 -1.47  0.126
H 8.83 3.53 -1.77  0.128
H 6.83 4.93 -1.36  0.125
H 4.72 3.88 -0.66  0.111
H 3.40 -1.38 1.35  0.116
H 3.00 -3.67 0.51  0.128
H 3.27 -4.18 -1.90  0.131
H 3.98 -2.41 -3.46  0.130
H 4.40 -0.12 -2.65  0.120
C 2.51 3.14 -3.12  -0.060
C 1.63 2.15 -3.82  -0.146
O 1.62 0.87 -3.00  -0.250
H 2.50 4.07 -3.68  0.118
H 3.54 2.79 -3.04  0.080
H 2.11 3.38 -2.13  0.064
H 2.03 1.85 -4.79  0.141
H 0.60 2.45 -3.89  0.122
H 1.48 0.11 -3.59  0.122
C -4.15 -5.37 -0.16  -0.035
C -4.27 -4.39 1.02  -0.520
C -4.00 -5.14 2.33  -0.027
C -5.71 -3.86 1.04  -0.025
C -3.27 -3.19 0.85  -0.422
O -3.53 -2.48 -0.35  0.001
C -3.32 -2.25 2.08  -0.094
C -2.87 -0.79 1.92  -0.124
C -3.70 0.08 1.01  -0.228
C -5.03 0.38 1.32  -0.015
C -5.78 1.21 0.50  -0.066
C -5.21 1.74 -0.65  -0.639
Cl -6.13 2.79 -1.67  0.756
C -3.90 1.44 -0.99  -0.096
C -3.16 0.62 -0.15  -0.048
C -1.84 -3.76 0.62  0.001
N -0.97 -2.82 -0.11  -0.038
C -0.16 -1.90 0.35  -0.118
N 0.27 -1.14 -0.67  -0.084
C -0.31 -1.74 -1.77  -0.152
N -1.04 -2.76 -1.46  0.197
H -5.04 -6.00 -0.19  0.100
H -3.30 -6.05 -0.06  0.085
H -4.08 -4.85 -1.11  0.096
H -4.67 -6.00 2.40  0.104
H -4.17 -4.53 3.21  0.089
H -2.98 -5.54 2.37  0.089
H -6.39 -4.71 1.14  0.103
H -6.00 -3.36 0.12  0.095
H -5.92 -3.20 1.88  0.084
H -4.46 -2.22 -0.37  0.107
H -2.75 -2.71 2.89  0.123
H -4.34 -2.23 2.45  0.105
H -1.83 -0.72 1.60  0.067
H -2.88 -0.35 2.92  0.129
H -5.48 -0.01 2.22  0.128
H -6.80 1.45 0.75  0.119
H -3.48 1.85 -1.89  0.108
H -2.14 0.37 -0.42  0.089
H -1.87 -4.64 -0.01  0.127
H -1.34 -4.00 1.56  0.143
H 0.08 -1.78 1.39  0.155
H -0.21 -1.40 -2.79  0.129
O -0.72 2.66 0.36  0.082
B -0.15 2.31 -0.86  -0.600
O -0.79 2.91 -1.91  0.130
C -1.86 3.61 -1.34  -0.211
C -2.85 4.32 -1.98  0.013
C -3.83 4.87 -1.15  -0.088
C -3.79 4.71 0.23  -0.043
C -2.77 4.00 0.86  0.034
C -1.82 3.46 0.03  -0.203
H -2.88 4.43 -3.06  0.139
H -4.64 5.42 -1.59  0.114
H -4.57 5.15 0.83  0.126
H -2.74 3.86 1.93  0.133

---

Record 4
Formula: C42H48BF5N6O9S
Source: OMol25
Level of theory: the ωB97M-V functional and the def2-TZVPD basis

- energy (hartree) = -3557.265915
- HOMO (eV) = -9.515
- ΔE to the lowest compared entry with this formula, charge and spin (kJ/mol) = 0.0
- SMILES string = COB(O)[C@@]1(CCCCCOC(C)=O)NC(=O)[C@@](CCCCOC(C)=O)(ON=O)[C@]1(N=C=S)C(F)(F)c1cccc(C(F)(F)F)c1.c1ccncc1.c1ccncc1.c1ccncc1
- Kohn-Sham gap (eV) = 9.509
- LUMO energy (eV) = 0.0
- charge = 0

Each line ends with the Löwdin charge.
Element x y z (Å)
C -1.60 -1.62 5.05  -0.030
O -0.31 -1.30 4.50  0.050
B -0.24 -0.26 3.62  -0.641
O -0.79 0.97 3.94  0.170
C 0.59 -0.47 2.24  -0.179
C 2.04 -0.47 2.81  -0.090
C 2.54 -1.84 3.29  -0.161
C 2.82 -2.88 2.19  -0.185
C 4.32 -3.00 1.88  -0.171
C 4.96 -3.95 2.87  -0.187
O 4.77 -5.29 2.40  -0.027
C 5.58 -6.20 3.00  -0.547
C 7.00 -6.25 2.51  0.013
O 5.19 -6.93 3.85  0.149
N 0.04 -1.81 1.76  0.179
C -1.29 -1.54 1.57  -0.447
O -2.22 -2.23 1.86  0.157
C -1.37 -0.15 0.85  -0.249
C -1.92 -0.63 -0.52  -0.092
C -1.98 0.30 -1.74  -0.186
C -3.17 0.01 -2.67  -0.141
C -2.80 -0.98 -3.77  -0.146
O -3.41 -2.26 -3.49  -0.009
C -2.54 -3.29 -3.37  -0.552
C -2.88 -4.23 -2.25  0.032
O -1.62 -3.47 -4.11  0.111
O -2.37 0.53 1.59  -0.027
N -3.01 1.55 0.89  0.023
O -3.89 1.98 1.52  0.086
C 0.12 0.37 1.06  -0.129
N -0.09 1.83 1.37  0.149
C 0.72 2.46 2.02  -0.751
S 1.72 3.22 2.93  0.814
C 0.93 0.42 -0.29  -0.385
F 0.44 1.47 -1.01  0.101
F 0.75 -0.71 -1.01  0.116
C 2.43 0.66 -0.21  -0.092
C 3.34 -0.40 -0.17  -0.019
C 4.71 -0.17 -0.13  -0.045
C 5.22 1.13 -0.17  0.015
C 4.32 2.19 -0.25  -0.098
C 4.81 3.61 -0.34  -0.579
F 4.52 4.34 0.75  0.127
F 6.12 3.68 -0.57  0.149
F 4.20 4.22 -1.38  0.128
C 2.95 1.95 -0.26  0.042
H -2.41 -1.07 4.58  0.093
H -1.61 -1.46 6.12  0.096
H -1.78 -2.67 4.87  0.098
H -1.75 0.98 3.94  0.112
H 2.03 0.15 3.71  0.113
H 2.81 -0.03 2.18  0.106
H 3.48 -1.64 3.80  0.116
H 1.88 -2.26 4.04  0.109
H 2.52 -3.85 2.59  0.114
H 2.21 -2.74 1.30  0.088
H 4.79 -2.03 2.08  0.104
H 4.52 -3.34 0.87  0.120
H 4.49 -3.87 3.85  0.133
H 6.02 -3.73 3.02  0.128
H 7.68 -5.94 3.30  0.091
H 7.14 -5.60 1.66  0.082
H 7.26 -7.27 2.24  0.090
H 0.20 -2.59 2.38  0.145
H -2.93 -0.99 -0.32  0.128
H -1.37 -1.52 -0.80  0.120
H -2.05 1.34 -1.43  0.082
H -1.06 0.24 -2.31  0.095
H -3.41 0.95 -3.15  0.082
H -4.03 -0.34 -2.10  0.121
H -1.73 -1.07 -3.93  0.118
H -3.22 -0.63 -4.71  0.120
H -2.57 -3.84 -1.29  0.080
H -2.42 -5.18 -2.49  0.086
H -3.96 -4.36 -2.24  0.067
H 3.00 -1.43 -0.17  0.110
H 5.42 -0.98 -0.08  0.103
H 6.28 1.32 -0.16  0.119
H 2.26 2.78 -0.33  0.129
C -8.02 -6.10 -4.91  -0.083
C -8.07 -4.72 -5.05  -0.074
C -7.42 -3.94 -4.11  -0.152
N -6.74 -4.43 -3.08  0.055
C -6.70 -5.76 -2.96  -0.161
C -7.31 -6.63 -3.85  -0.075
H -8.51 -6.74 -5.63  0.104
H -8.61 -4.26 -5.87  0.100
H -7.43 -2.85 -4.18  0.104
H -6.14 -6.14 -2.11  0.102
H -7.24 -7.70 -3.70  0.100
C -5.72 5.47 -2.47  -0.081
C -5.12 4.86 -3.56  -0.073
C -4.22 3.83 -3.32  -0.156
N -3.90 3.40 -2.10  0.066
C -4.48 4.00 -1.06  -0.140
C -5.40 5.03 -1.19  -0.065
H -6.43 6.28 -2.61  0.105
H -5.34 5.17 -4.57  0.100
H -3.73 3.33 -4.14  0.101
H -4.20 3.62 -0.09  0.071
H -5.85 5.48 -0.32  0.103
C 3.88 8.13 -0.29  -0.076
C 3.84 9.51 -0.39  -0.077
C 4.55 10.26 0.53  -0.161
N 5.26 9.73 1.52  0.049
C 5.29 8.41 1.61  -0.154
C 4.62 7.56 0.73  -0.065
H 3.35 7.51 -0.99  0.105
H 3.28 10.00 -1.18  0.099
H 4.55 11.35 0.48  0.101
H 5.88 8.00 2.43  0.102
H 4.68 6.49 0.85  0.075